C33H53BrN9OS2Sc as an isolated structure, computed with wB97M-V/def2-TZVPD.

Each line ends with the Löwdin charge.
Cartesian coordinates (Å):
Sc -0.24 -0.11 -0.13  0.99
C -2.19 -2.30 0.98  -0.16
C -1.84 -2.88 -0.37  -0.15
N -1.09 -1.93 -1.25  -0.10
C 0.01 -2.62 -1.96  -0.16
C 1.07 -3.01 -0.94  -0.16
N 1.25 -1.96 0.08  -0.13
C 1.35 -2.46 1.46  -0.17
C -0.03 -2.66 2.08  -0.14
N -1.00 -1.65 1.59  -0.09
H -2.99 -1.57 0.90  0.10
H -2.55 -3.12 1.62  0.14
H -1.22 -3.76 -0.25  0.11
H -2.75 -3.22 -0.87  0.14
H -1.74 -1.53 -1.92  0.10
H -0.34 -3.51 -2.50  0.14
H 0.42 -1.93 -2.70  0.11
H 0.80 -3.94 -0.44  0.12
H 2.02 -3.21 -1.45  0.12
H 2.09 -1.44 -0.12  0.01
H 1.92 -3.39 1.51  0.14
H 1.91 -1.72 2.04  0.10
H -0.41 -3.65 1.86  0.12
H 0.05 -2.61 3.17  0.13
H -1.34 -1.10 2.38  0.10
C -6.93 1.12 3.94  -0.04
C -6.10 2.32 3.46  -0.56
C -7.01 3.32 2.74  -0.03
C -5.50 3.01 4.69  -0.06
C -5.02 1.82 2.50  -0.15
C -3.66 2.00 2.74  -0.04
C -2.77 1.48 1.83  -0.52
Br -0.91 1.77 2.04  1.00
C -3.12 0.79 0.66  -0.39
O -2.13 0.29 -0.10  -0.31
C -4.49 0.68 0.37  -0.08
C -5.38 1.19 1.32  0.03
C -5.12 0.10 -0.91  -0.52
C -4.13 -0.39 -1.96  -0.04
C -5.97 1.19 -1.58  -0.03
C -6.02 -1.09 -0.54  -0.03
H -7.71 1.45 4.62  0.09
H -6.31 0.39 4.46  0.09
H -7.41 0.61 3.10  0.08
H -7.77 3.69 3.42  0.09
H -7.52 2.86 1.89  0.08
H -6.44 4.17 2.37  0.09
H -6.30 3.34 5.35  0.09
H -4.92 3.89 4.42  0.09
H -4.86 2.33 5.26  0.09
H -3.30 2.53 3.61  0.11
H -6.43 1.08 1.11  0.11
H -3.38 0.35 -2.23  0.08
H -4.68 -0.65 -2.87  0.10
H -3.62 -1.30 -1.62  0.06
H -5.34 2.01 -1.94  0.09
H -6.71 1.62 -0.91  0.08
H -6.50 0.77 -2.44  0.10
H -5.46 -1.86 0.01  0.09
H -6.43 -1.55 -1.44  0.10
H -6.86 -0.79 0.09  0.09
C 4.21 -1.63 -1.45  -0.09
C 3.31 -0.87 -2.38  -0.62
N 2.15 -0.30 -2.11  0.05
C 1.69 0.37 -3.22  -0.34
C 2.47 0.27 -4.33  -0.32
S 3.85 -0.66 -3.98  1.15
C 0.49 1.21 -3.15  -0.31
C 0.05 1.93 -4.21  -0.32
S -1.18 2.99 -3.73  1.17
C -1.10 2.40 -2.15  -0.60
N -0.20 1.45 -1.96  0.02
C -2.01 3.04 -1.15  -0.07
H 3.74 -1.95 -0.53  0.05
H 5.05 -0.99 -1.16  0.09
H 4.62 -2.51 -1.95  0.09
H 2.33 0.72 -5.30  0.08
H 0.43 1.92 -5.22  0.09
H -2.33 4.01 -1.53  0.09
H -1.50 3.20 -0.20  0.05
H -2.89 2.43 -0.98  0.07
C 3.28 0.36 5.32  -0.07
C 4.57 0.76 4.61  -0.41
C 5.33 -0.46 4.11  -0.07
C 4.33 1.78 3.50  -0.08
N 3.47 1.25 2.42  -0.06
C 2.15 1.23 2.31  -0.17
N 1.83 0.61 1.19  -0.04
N 3.01 0.25 0.64  -0.01
N 3.99 0.62 1.36  0.13
H 3.49 -0.29 6.16  0.09
H 2.62 -0.20 4.65  0.07
H 2.74 1.23 5.70  0.09
H 5.20 1.29 5.33  0.15
H 4.74 -1.04 3.39  0.07
H 5.57 -1.13 4.94  0.09
H 6.27 -0.19 3.61  0.09
H 5.25 2.09 3.02  0.14
H 3.83 2.67 3.88  0.14
H 1.49 1.65 3.05  0.08

For the energy above the lowest of the compared OMol25 structures with the same formula, charge and spin, the calculation gives 88.7 kJ/mol. The value obtained for the calculated total energy is -162945.498 eV. The value obtained for the lowest unoccupied orbital energy is -4.8 eV. For the largest force on an atom, the calculation gives 0.526 eV/A. As for the gap between HOMO and LUMO: 8.095 eV. As for the charge: +2.

C33H53CaN2OP2S as an isolated structure, computed with wB97M-V/def2-TZVPD.

Each line ends with the Löwdin charge.
Cartesian coordinates (Å):
C -1.87 1.52 2.01  -0.32
C -2.90 0.07 0.48  -0.31
C -3.09 1.74 2.66  -0.02
C -4.15 0.32 1.04  -0.02
C -4.25 1.17 2.14  -0.02
H -3.07 2.35 3.55  0.12
H -5.01 -0.15 0.58  0.12
H -5.22 1.38 2.58  0.12
N -1.77 0.59 1.02  0.04
P 0.58 2.44 1.03  1.03
P -1.47 -2.13 -0.74  1.09
C -0.63 2.32 2.42  -0.26
H -0.88 3.33 2.79  0.08
H -0.12 1.82 3.26  0.09
C -2.78 -0.71 -0.84  -0.29
H -3.73 -1.20 -1.07  0.09
C -1.35 -2.87 -2.50  -0.67
C -1.97 -3.40 0.56  -0.67
C -0.09 3.88 -0.04  -0.66
C 2.30 2.74 1.82  -0.68
C -0.17 -2.18 -3.21  -0.12
H 0.79 -2.36 -2.69  0.05
H -0.08 -2.60 -4.22  0.09
H -0.31 -1.09 -3.30  0.05
C -1.05 -4.38 -2.48  -0.09
H -0.10 -4.61 -1.98  0.08
H -1.87 -4.97 -2.04  0.07
H -0.95 -4.70 -3.53  0.09
C -2.64 -2.63 -3.30  -0.08
H -2.59 -3.28 -4.20  0.09
H -3.55 -2.91 -2.75  0.07
H -2.72 -1.59 -3.64  0.08
C -0.75 -4.35 0.75  -0.10
H 0.22 -3.88 0.50  0.05
H -0.69 -4.67 1.80  0.09
H -0.86 -5.26 0.14  0.07
C -2.25 -2.68 1.89  -0.10
H -1.45 -1.98 2.17  0.03
H -3.20 -2.14 1.87  0.08
H -2.31 -3.45 2.68  0.10
C -3.24 -4.14 0.09  -0.08
H -3.70 -3.75 -0.83  0.06
H -3.02 -5.21 -0.06  0.08
H -4.01 -4.08 0.88  0.08
C 3.32 2.85 0.66  -0.11
H 4.33 2.66 1.06  0.09
H 3.15 2.10 -0.13  0.05
H 3.33 3.85 0.21  0.07
C 2.69 1.50 2.65  -0.11
H 1.98 1.28 3.46  0.07
H 2.80 0.60 2.03  0.05
H 3.67 1.71 3.10  0.10
C 2.33 3.99 2.71  -0.09
H 3.09 3.84 3.50  0.09
H 2.64 4.88 2.14  0.08
H 1.38 4.21 3.22  0.08
C -1.53 3.60 -0.57  -0.06
H -2.13 4.52 -0.49  0.09
H -1.51 3.30 -1.62  0.07
H -2.06 2.81 -0.03  0.05
C 0.83 4.03 -1.27  -0.10
H 0.92 3.07 -1.82  0.07
H 0.37 4.77 -1.94  0.10
H 1.84 4.38 -1.01  0.06
C -0.10 5.17 0.78  -0.10
H -0.70 5.09 1.69  0.08
H 0.92 5.50 1.05  0.07
H -0.54 5.96 0.14  0.09
Ca 0.30 0.08 -0.45  0.83
C 0.81 -1.24 1.86  -0.02
O 1.09 -1.74 2.86  0.10
N -1.13 0.70 -2.02  -0.11
C -2.35 0.34 -1.98  -0.44
C -3.39 0.89 -2.94  -0.19
C -2.89 1.50 -4.10  -0.05
C -4.77 0.87 -2.71  -0.04
C -3.75 2.01 -5.08  -0.07
H -1.80 1.57 -4.20  0.10
C -5.64 1.41 -3.67  -0.08
H -5.15 0.44 -1.78  0.09
C -5.14 1.96 -4.86  -0.09
H -3.35 2.43 -6.01  0.11
H -6.71 1.40 -3.48  0.10
H -5.82 2.35 -5.61  0.11
C 4.19 -0.54 -2.34  -0.36
S 2.90 -0.76 -1.09  0.68
C 3.42 -2.23 -0.17  -0.37
H 3.87 0.27 -3.01  0.05
H 4.32 -1.45 -2.94  0.05
H 5.14 -0.26 -1.87  0.05
H 2.54 -2.83 0.09  0.02
H 4.10 -2.85 -0.76  0.05
H 3.91 -1.91 0.76  0.04

The value obtained for the calculated total energy is -87956.639 eV. The value obtained for the lowest unoccupied orbital energy is -2.6 eV. For the largest force on an atom, the calculation gives 3.833 eV/A. As for the gap between HOMO and LUMO: 7.020 eV. As for the charge: +1.

C33H53EuN2O2P2S as an isolated structure, computed with wB97M-V/def2-TZVPD.

Each line ends with the Löwdin charge.
Cartesian coordinates (Å):
C 1.15 -1.42 -1.86  -0.38
C 1.69 0.84 -1.57  -0.38
C 2.02 -1.55 -2.95  -0.07
C 2.69 0.72 -2.58  -0.04
C 2.85 -0.47 -3.26  -0.07
H 2.03 -2.48 -3.50  0.11
H 3.30 1.60 -2.78  0.11
H 3.61 -0.57 -4.03  0.11
N 1.07 -0.30 -1.13  -0.05
P 0.00 -2.64 0.36  1.06
P 0.18 3.02 -0.15  0.97
C 0.18 -2.55 -1.48  -0.27
H -0.80 -2.30 -1.91  0.08
H 0.49 -3.50 -1.94  0.08
C -2.12 0.74 2.73  -0.01
O -3.17 0.94 3.15  0.08
C 1.43 2.14 -1.00  -0.36
H 2.32 2.78 -1.09  0.05
C -0.58 4.14 -1.51  -0.67
C 1.13 4.02 1.25  -0.69
C -1.60 -3.62 0.56  -0.71
C 1.58 -3.60 0.82  -0.68
C -2.07 4.26 -1.15  -0.11
H -2.21 4.79 -0.20  0.07
H -2.58 4.84 -1.94  0.09
H -2.55 3.28 -1.08  0.05
C 0.08 5.52 -1.61  -0.10
H -0.02 6.12 -0.70  0.06
H 1.13 5.45 -1.90  0.08
H -0.44 6.07 -2.42  0.09
C -0.40 3.45 -2.87  -0.10
H -0.96 4.01 -3.63  0.10
H 0.65 3.41 -3.17  0.09
H -0.80 2.43 -2.85  0.03
C 0.10 4.95 1.91  -0.10
H -0.71 4.38 2.39  0.07
H 0.60 5.53 2.70  0.09
H -0.36 5.66 1.21  0.06
C 1.65 3.01 2.28  -0.16
H 0.83 2.50 2.83  0.04
H 2.33 2.26 1.84  0.06
H 2.24 3.55 3.03  0.09
C 2.31 4.83 0.70  -0.10
H 2.02 5.60 -0.02  0.06
H 2.78 5.34 1.56  0.09
H 3.08 4.19 0.25  0.07
C 1.42 -4.21 2.22  -0.10
H 2.38 -4.67 2.52  0.09
H 1.17 -3.45 2.98  0.05
H 0.67 -5.01 2.26  0.07
C 2.75 -2.60 0.84  -0.10
H 2.93 -2.15 -0.14  0.07
H 2.60 -1.79 1.57  0.04
H 3.67 -3.14 1.13  0.10
C 1.92 -4.70 -0.20  -0.09
H 2.79 -5.26 0.19  0.09
H 1.11 -5.42 -0.34  0.07
H 2.20 -4.29 -1.17  0.08
C -2.70 -2.95 -0.28  -0.10
H -2.60 -3.18 -1.35  0.08
H -3.67 -3.35 0.05  0.09
H -2.73 -1.86 -0.15  0.06
C -2.00 -3.57 2.05  -0.11
H -2.18 -2.54 2.39  0.06
H -2.95 -4.13 2.16  0.09
H -1.26 -4.04 2.71  0.06
C -1.42 -5.07 0.10  -0.10
H -1.10 -5.14 -0.94  0.08
H -0.73 -5.64 0.74  0.07
H -2.40 -5.56 0.17  0.09
Eu 0.32 0.31 1.26  1.30
N -1.49 0.85 -0.26  0.00
C -1.76 0.80 -1.41  -0.15
C -2.58 0.55 -2.55  -0.22
C -3.95 0.30 -2.32  -0.03
C -2.09 0.56 -3.88  -0.03
C -4.83 0.18 -3.39  -0.06
H -4.31 0.22 -1.29  0.12
C -2.98 0.48 -4.95  -0.05
H -1.01 0.65 -4.04  0.12
C -4.35 0.31 -4.70  -0.06
H -5.89 -0.01 -3.20  0.11
H -2.60 0.56 -5.97  0.12
H -5.05 0.27 -5.54  0.11
C 0.33 -1.38 5.37  -0.23
S 1.68 -0.37 4.71  0.94
C 3.03 -1.55 4.87  -0.23
O 1.40 -0.39 3.18  -0.78
H -0.43 -0.68 5.74  0.06
H 0.72 -1.96 6.22  0.06
H -0.08 -2.03 4.59  0.05
H 3.10 -2.20 3.99  0.05
H 3.94 -0.95 4.98  0.06
H 2.87 -2.13 5.79  0.06

The value obtained for the calculated total energy is -90892.315 eV. The value obtained for the lowest unoccupied orbital energy (alpha / beta) is -2.3 / -2.3 eV. As for the multiplicity: 8. For the largest force on an atom, the calculation gives 4.672 eV/A. As for the gap between HOMO and LUMO (alpha / beta): 5.990 / 6.031 eV. As for the charge: +1.

C33H53MnN2OP2S as an isolated structure, computed with wB97M-V/def2-TZVPD.

Each line ends with the Löwdin charge.
Cartesian coordinates (Å):
C -1.91 -1.67 -0.93  -0.29
C 0.31 -1.88 -1.73  -0.30
C -2.32 -2.74 -1.71  0.04
C -0.15 -2.81 -2.71  0.04
C -1.45 -3.27 -2.66  0.02
H -3.33 -3.14 -1.54  0.15
H 0.58 -3.21 -3.41  0.14
H -1.81 -4.02 -3.36  0.14
N -0.64 -1.19 -0.97  0.02
P -2.48 0.64 0.60  1.17
P 2.23 -0.96 0.06  1.19
C -2.88 -1.08 0.09  -0.23
H -3.92 -1.13 -0.29  0.10
H -2.86 -1.72 0.98  0.11
C 0.35 1.03 1.73  -0.21
O 0.64 1.52 2.76  0.14
C 1.69 -1.74 -1.44  -0.16
H 2.40 -2.23 -2.11  0.11
C 3.59 0.37 -0.34  -0.65
C 3.05 -2.60 0.72  -0.62
C -3.46 1.69 -0.65  -0.64
C -3.27 0.68 2.34  -0.64
C 3.08 1.72 0.23  -0.10
H 2.84 1.63 1.29  0.07
H 3.87 2.48 0.12  0.12
H 2.19 2.07 -0.30  0.04
C 4.91 0.06 0.38  -0.08
H 4.78 0.06 1.47  0.08
H 5.36 -0.89 0.06  0.08
H 5.64 0.86 0.15  0.11
C 3.83 0.50 -1.84  -0.07
H 4.60 1.27 -2.01  0.11
H 4.20 -0.43 -2.29  0.09
H 2.92 0.80 -2.37  0.06
C 3.66 -2.36 2.10  -0.09
H 2.94 -1.87 2.77  0.02
H 3.93 -3.33 2.54  0.11
H 4.58 -1.76 2.05  0.07
C 1.90 -3.60 0.86  -0.09
H 1.12 -3.22 1.53  0.04
H 1.45 -3.83 -0.12  0.07
H 2.30 -4.54 1.28  0.12
C 4.10 -3.13 -0.29  -0.06
H 4.39 -2.41 -1.07  0.06
H 5.01 -3.43 0.25  0.11
H 3.73 -4.03 -0.80  0.10
C -3.13 2.12 2.86  -0.07
H -3.47 2.15 3.91  0.11
H -2.09 2.45 2.84  0.08
H -3.74 2.84 2.30  0.07
C -2.50 -0.27 3.27  -0.11
H -2.59 -1.32 2.96  0.08
H -1.43 -0.02 3.32  0.00
H -2.91 -0.18 4.29  0.12
C -4.74 0.23 2.35  -0.05
H -5.04 0.06 3.39  0.12
H -5.43 0.98 1.94  0.07
H -4.89 -0.72 1.81  0.09
C -3.06 1.23 -2.06  -0.07
H -3.59 1.86 -2.79  0.11
H -1.99 1.37 -2.24  0.04
H -3.31 0.18 -2.26  0.09
C -3.09 3.16 -0.46  -0.08
H -2.02 3.34 -0.62  0.04
H -3.64 3.75 -1.22  0.11
H -3.36 3.55 0.53  0.07
C -4.98 1.54 -0.50  -0.06
H -5.33 0.50 -0.47  0.09
H -5.37 2.08 0.38  0.09
H -5.45 2.02 -1.38  0.11
Mn -0.15 0.49 0.09  0.53
N -0.12 2.16 -1.00  0.11
C -0.05 2.92 -1.93  0.02
C 0.39 3.06 -3.29  -0.21
C 0.45 4.30 -3.97  0.01
C 0.75 1.87 -3.96  -0.03
C 0.81 4.32 -5.32  -0.02
H 0.21 5.20 -3.42  0.13
C 1.08 1.90 -5.32  -0.03
H 0.78 0.92 -3.41  0.10
C 1.12 3.13 -5.99  -0.01
H 0.87 5.26 -5.86  0.13
H 1.33 0.96 -5.83  0.13
H 1.42 3.15 -7.04  0.13
C -0.01 -2.88 4.55  -0.35
S 0.62 -1.50 3.58  0.73
C 1.47 -0.60 4.90  -0.35
H -0.42 -2.51 5.49  0.06
H -0.79 -3.36 3.96  0.04
H 0.81 -3.59 4.74  0.05
H 0.72 -0.23 5.61  0.06
H 2.17 -1.27 5.40  0.06
H 2.00 0.25 4.46  0.03

For the energy above the lowest of the compared OMol25 structures with the same formula, charge and spin, the calculation gives 243.1 kJ/mol. The value obtained for the calculated total energy is -100813.234 eV. The value obtained for the lowest unoccupied orbital energy (alpha / beta) is -12.0 / -10.9 eV. As for the multiplicity: 4. For the largest force on an atom, the calculation gives 8.947 eV/A. As for the gap between HOMO and LUMO (alpha / beta): 3.714 / 4.859 eV. As for the charge: +3.